No. 1
{"formula": "C9H21FeN3O7P", "method": "ωB97M-V/def2-TZVPD", "spin_multiplicity": 9, "s2": 20.027, "e_tot_ha": -2651.41448, "charge": -1, "relative_energy_kcal_mol": 67.5, "e_lumo_ev": [2.75, -0.24], "symbols": ["Fe", "P", "O", "O", "O", "O", "C", "O", "N", "C", "C", "H", "H", "H", "H", "H", "H", "H", "C", "O", "N", "C", "C", "H", "H", "H", "H", "H", "H", "H", "C", "O", "N", "C", "C", "H", "H", "H", "H", "H", "H", "H"], "xyz": [[0.511, 1.104, 0.609], [1.649, 2.796, 1.598], [2.379, 3.797, 2.595], [1.447, 1.441, 2.372], [2.233, 2.060, 0.310], [0.242, 2.990, 0.981], [-1.783, -0.914, 1.737], [-1.150, 0.141, 1.407], [-3.049, -1.246, 1.408], [-3.628, -2.490, 1.929], [-4.009, -0.239, 0.833], [-1.326, -1.756, 2.279], [-2.903, -3.299, 2.020], [-4.510, -2.808, 1.374], [-3.896, -2.257, 2.960], [-4.574, 0.140, 1.685], [-3.580, 0.652, 0.375], [-4.761, -0.698, 0.191], [1.633, -2.021, 0.199], [1.189, -0.916, -0.113], [2.688, -2.092, 1.014], [2.910, -3.406, 1.604], [3.454, -0.945, 1.398], [1.238, -3.018, -0.054], [3.986, -3.575, 1.650], [2.637, -4.202, 0.911], [2.439, -3.585, 2.570], [4.494, -1.184, 1.616], [3.408, -0.060, 0.763], [3.008, -0.575, 2.321], [-0.391, 2.299, -1.852], [-0.635, 1.310, -1.119], [-0.239, 2.221, -3.196], [-0.426, 0.957, -3.903], [0.141, 3.372, -3.992], [-0.197, 3.315, -1.474], [0.514, 0.601, -4.325], [-1.257, 1.046, -4.602], [-0.856, 0.108, -3.372], [0.889, 3.082, -4.730], [-0.670, 3.802, -4.579], [0.753, 4.050, -3.397]], "atomic_forces_ev_per_a": [[-4.9, -3.9, -2.8], [3.3, 4.9, 4.9], [-2.3, -2.7, -4.4], [0.0, -1.0, -0.1], [1.4, 0.3, 0.5], [-0.1, 1.2, 0.9], [1.2, -1.8, 1.6], [1.0, 1.5, -0.7], [-2.3, 0.4, -2.7], [0.4, 1.7, 0.5], [0.4, -0.8, 1.5], [0.4, 0.4, 0.0], [0.3, 0.0, -0.5], [0.2, 0.1, -0.1], [-0.6, -0.3, 0.4], [-0.3, 0.3, 0.3], [0.6, -0.6, -0.1], [0.4, -0.2, -0.3], [0.0, 1.2, 1.1], [-0.7, 0.4, -0.9], [0.2, -2.0, -0.7], [1.4, -0.1, -0.5], [-0.2, 0.8, 1.6], [-0.4, 0.5, -0.4], [0.2, 0.2, 0.6], [-0.6, 0.2, 0.0], [-0.1, 0.3, 0.0], [-0.1, -0.3, -0.2], [-0.2, -0.6, -0.6], [0.2, 0.2, 0.4], [0.4, 5.1, -0.3], [0.6, -3.6, 3.2], [0.3, -1.5, -2.6], [-0.6, 0.4, 0.3], [0.7, -1.4, 0.3], [-0.1, -0.5, 0.2], [0.0, 0.0, -0.6], [0.3, 0.4, -1.1], [0.5, 0.4, 1.2], [0.1, -0.5, -0.4], [-0.3, 0.5, 0.4], [-0.7, 0.5, 0.3]]}

=====

No. 2
{"formula": "C9H21N2O", "method": "ωB97M-V/def2-TZVPD", "e_tot_ha": -539.79691, "charge": 1, "relative_energy_kcal_mol": 139.8, "e_lumo_ev": [-5.23, -3.15], "symbols": ["C", "C", "C", "C", "C", "C", "C", "C", "C", "N", "N", "O", "H", "H", "H", "H", "H", "H", "H", "H", "H", "H", "H", "H", "H", "H", "H", "H", "H", "H", "H", "H", "H"], "xyz": [[-0.682, -0.365, -0.249], [-2.366, 2.407, -2.118], [1.465, 2.277, 0.844], [3.457, -1.325, 2.782], [-2.897, -2.323, -0.968], [-1.919, 0.905, -2.038], [1.921, 1.155, 1.845], [2.628, -1.212, 1.458], [-1.474, -2.282, -1.519], [-1.498, 0.548, -0.612], [1.827, -0.063, 1.181], [-0.539, -1.521, -0.626], [-2.540, 2.829, -3.070], [-3.105, 2.522, -1.379], [-1.497, 2.828, -1.666], [0.638, 1.979, 0.258], [1.402, 3.188, 1.485], [2.312, 2.530, 0.178], [2.759, -0.995, 3.602], [3.842, -2.342, 2.932], [4.300, -0.670, 2.700], [-2.932, -3.321, -0.476], [-3.063, -1.517, -0.274], [-3.498, -2.090, -1.789], [-2.720, 0.305, -2.406], [-1.179, 0.876, -2.880], [1.141, 1.289, 2.617], [2.819, 1.344, 2.523], [1.998, -2.110, 1.251], [3.303, -1.370, 0.517], [-1.526, -1.612, -2.358], [-0.978, -3.223, -1.716], [-1.399, 1.361, -0.030]], "atomic_forces_ev_per_a": [[0.3, -0.7, 1.0], [1.7, -2.3, 2.3], [3.6, 1.2, 1.8], [-1.8, 0.3, -0.6], [2.4, -1.5, 1.5], [-0.3, 1.3, -2.0], [-0.4, 1.4, 0.9], [1.0, -1.2, -1.3], [-0.7, 1.8, -0.3], [-0.3, 1.9, -2.1], [-0.2, -1.3, -0.5], [1.0, -1.7, 0.1], [-0.4, 0.0, -0.9], [-1.6, 0.6, 0.4], [0.7, 1.3, 0.0], [-1.0, -0.1, -0.2], [-0.8, -0.4, -0.8], [-0.5, -0.3, 0.0], [1.0, -0.5, -0.5], [-0.4, 0.3, 0.0], [0.5, 0.5, 0.3], [-1.2, 0.9, -0.4], [0.0, 0.1, 0.5], [-1.5, -0.6, -1.1], [-0.7, -0.9, 0.4], [0.4, -0.7, 1.5], [-0.2, -0.8, 0.1], [-0.5, 0.0, -1.5], [0.0, 0.5, 0.7], [-0.6, 0.6, 1.4], [0.5, -0.3, -0.9], [0.0, 0.1, 0.1], [-0.2, 0.5, 0.2]]}

=====

No. 3
{"formula": "C9H21N3O3", "method": "ωB97M-V/def2-TZVPD", "e_tot_ha": -745.50240, "charge": 0, "relative_energy_kcal_mol": 31.9, "e_lumo_ev": 0.49, "smiles": "CN(C)C=O.CN(C)C=O.CN(C)C=O", "symbols": ["C", "N", "C", "C", "O", "H", "H", "H", "H", "H", "H", "H", "C", "N", "C", "C", "O", "H", "H", "H", "H", "H", "H", "H", "C", "N", "C", "C", "O", "H", "H", "H", "H", "H", "H", "H"], "xyz": [[-4.625, 1.699, -3.599], [-4.010, 0.708, -2.726], [-4.329, 0.796, -1.322], [-3.022, -0.094, -3.165], [-2.357, -0.844, -2.478], [-4.242, 2.666, -3.255], [-5.709, 1.649, -3.576], [-4.216, 1.599, -4.603], [-5.408, 0.823, -1.193], [-3.883, -0.081, -0.852], [-3.846, 1.641, -0.820], [-2.871, 0.002, -4.255], [3.427, 1.390, -0.012], [4.252, 0.510, 0.786], [4.409, 0.874, 2.165], [4.815, -0.609, 0.252], [5.628, -1.300, 0.823], [3.717, 2.423, 0.207], [2.369, 1.289, 0.232], [3.695, 1.282, -1.061], [4.961, 1.807, 2.317], [3.447, 0.928, 2.678], [5.038, 0.132, 2.657], [4.419, -0.769, -0.764], [-0.248, -1.645, 0.438], [-0.298, -1.524, 1.887], [0.966, -1.572, 2.582], [-1.474, -1.384, 2.543], [-1.586, -1.322, 3.749], [-1.213, -1.582, -0.053], [0.256, -2.583, 0.185], [0.421, -0.866, 0.053], [0.817, -1.400, 3.645], [1.432, -2.556, 2.491], [1.608, -0.784, 2.179], [-2.337, -1.302, 1.865]], "atomic_forces_ev_per_a": [[1.3, 0.2, 0.4], [-0.4, 0.3, -0.3], [0.6, -0.5, 0.3], [0.1, -0.1, -0.1], [0.0, 0.0, 0.1], [-0.6, 0.2, -0.1], [-0.1, 0.0, -0.1], [-0.3, -0.3, -0.1], [0.0, 0.0, 0.2], [-0.4, -0.1, 0.0], [-0.2, 0.3, -0.3], [0.0, -0.1, 0.0], [0.7, 0.5, 0.2], [-0.3, 0.2, -0.2], [0.8, -0.3, 0.7], [-0.1, 0.7, 0.5], [-0.1, -0.3, -0.2], [-0.1, 0.0, 0.2], [-0.1, -0.1, -0.4], [-0.6, -0.3, -0.1], [-0.3, 0.2, -0.3], [0.0, 0.1, 0.0], [-0.3, -0.2, -0.1], [0.3, -0.3, -0.1], [1.1, 0.0, 0.3], [-0.7, 0.0, -0.4], [-0.1, 0.0, 0.2], [0.4, 0.1, 0.1], [-0.2, 0.0, 0.2], [-0.1, 0.0, 0.1], [-0.3, -0.1, -0.1], [-0.3, 0.1, -0.1], [-0.2, 0.1, 0.0], [0.1, 0.1, -0.2], [0.2, -0.2, 0.0], [0.0, -0.1, -0.1]]}

=====

No. 4
{"formula": "C9H21N3O3Rb", "method": "ωB97M-V/def2-TZVPD", "spin_multiplicity": 2, "s2": 0.777, "e_tot_ha": -769.03475, "charge": 2, "relative_energy_kcal_mol": 0.0, "e_lumo_ev": [-6.45, -11.96], "symbols": ["Rb", "C", "C", "O", "N", "C", "H", "H", "H", "H", "H", "H", "H", "C", "C", "O", "N", "C", "H", "H", "H", "H", "H", "H", "H", "C", "C", "O", "N", "C", "H", "H", "H", "H", "H", "H", "H"], "xyz": [[15.818, 8.015, -0.418], [13.417, 4.812, 0.954], [13.806, 4.742, -0.459], [14.468, 5.626, -1.021], [13.472, 3.620, -1.137], [13.588, 3.416, -2.561], [13.234, 5.819, 1.328], [14.221, 4.484, 1.613], [12.538, 4.214, 1.194], [12.988, 2.912, -0.604], [12.754, 2.843, -2.964], [14.525, 2.898, -2.767], [13.652, 4.392, -3.042], [13.927, 6.838, 4.277], [14.960, 7.690, 3.554], [15.085, 7.376, 2.384], [15.584, 8.528, 4.346], [16.639, 9.439, 3.790], [14.109, 7.007, 5.339], [14.124, 5.799, 4.013], [12.859, 7.032, 4.179], [15.285, 8.788, 5.275], [16.276, 10.411, 3.455], [17.137, 8.971, 2.941], [17.453, 9.663, 4.479], [15.782, 11.887, -0.192], [16.430, 11.558, -1.521], [16.895, 10.447, -1.728], [16.640, 12.586, -2.300], [17.332, 12.592, -3.588], [14.882, 11.282, -0.085], [15.383, 12.895, -0.302], [16.511, 11.715, 0.599], [16.432, 13.485, -1.888], [18.092, 11.830, -3.762], [18.027, 13.420, -3.734], [16.660, 12.791, -4.423]], "atomic_forces_ev_per_a": [[0.4, 0.6, 0.1], [-0.6, -0.1, 1.3], [1.4, 2.5, 1.0], [-0.8, -1.3, -0.2], [-0.7, -1.1, -2.0], [-0.1, 0.9, 0.1], [0.0, 0.2, -0.5], [0.3, -0.3, -0.2], [0.0, -0.1, -0.1], [-0.1, -0.5, 0.3], [0.0, -0.2, 0.3], [0.3, -0.4, 0.0], [0.1, 0.0, 0.0], [0.3, 0.2, 1.5], [-3.5, -2.4, 1.6], [1.7, 1.1, -2.2], [2.9, 2.9, -1.1], [0.2, -0.3, -0.1], [-0.2, -0.6, 0.2], [0.0, 0.0, 0.2], [0.2, 0.4, -0.7], [-0.4, -0.6, -0.2], [-0.5, -0.1, 0.1], [-0.3, -0.2, 0.0], [-0.4, -0.4, 0.4], [-0.8, 0.2, -1.1], [0.9, -0.5, 1.6], [-0.3, -1.6, -0.3], [0.6, 1.7, -1.4], [0.9, 0.9, -0.7], [0.1, -0.3, 0.3], [0.3, 0.2, 0.9], [-0.3, 0.3, 0.1], [-0.1, 0.0, -0.4], [-1.0, -0.9, 0.3], [-0.2, 0.8, 1.0], [-0.3, -0.9, 0.1]]}

=====

No. 5
{"formula": "C9H21NO2", "method": "ωB97M-V/def2-TZVPD", "spin_multiplicity": 2, "s2": 0.754, "e_tot_ha": -560.38299, "charge": 1, "e_lumo_ev": [-2.95, -7.34], "symbols": ["O", "H", "H", "C", "C", "C", "C", "C", "C", "N", "O", "C", "C", "C", "H", "H", "H", "H", "H", "H", "H", "H", "H", "H", "H", "H", "H", "H", "H", "H", "H", "H", "H"], "xyz": [[1.023, -3.577, 1.240], [1.149, -2.795, 1.778], [1.667, -3.490, 0.537], [1.884, -0.630, -0.537], [1.109, 0.671, -0.585], [0.297, 0.693, -1.901], [-0.967, -0.086, -1.950], [-1.866, 0.287, -0.737], [-1.213, 0.167, 0.623], [0.143, 0.826, 0.580], [0.793, 0.633, 1.718], [-2.066, 0.960, 1.596], [-1.224, -1.285, 1.120], [2.060, 1.875, -0.571], [2.599, -0.836, -1.333], [2.588, -0.727, 0.290], [1.292, -1.545, -0.555], [0.052, 1.754, -1.940], [0.898, 0.676, -2.810], [-1.596, 0.003, -2.835], [-0.728, -1.149, -1.945], [-2.672, -0.442, -0.828], [-2.118, 1.298, -1.056], [-1.558, 1.156, 2.540], [-3.014, 0.483, 1.846], [-2.381, 1.929, 1.208], [-2.227, -1.633, 1.366], [-0.758, -1.240, 2.104], [-0.828, -1.966, 0.367], [2.453, 2.074, 0.426], [2.894, 1.661, -1.240], [1.577, 2.831, -0.774], [0.738, 1.426, 2.258]], "atomic_forces_ev_per_a": [[-0.3, -0.1, -0.1], [0.1, 0.1, 0.3], [0.3, -0.2, -0.1], [1.0, -1.6, 1.1], [-0.2, 0.2, -1.8], [-0.1, 2.7, -0.2], [-0.2, -1.6, 1.0], [1.1, -0.6, -2.3], [-2.0, 1.2, -0.6], [0.3, -3.1, -1.0], [0.7, 0.3, 0.5], [-0.4, 1.2, 0.8], [0.7, 0.1, 0.2], [0.0, 0.2, 0.9], [-0.4, 1.0, -0.8], [-0.4, 0.3, 0.6], [-0.5, 0.3, 0.2], [-0.7, 0.3, -0.2], [0.5, -0.9, 0.3], [0.4, 0.5, -0.2], [0.0, -0.3, 0.2], [-0.5, 0.6, 0.5], [-0.7, 0.1, 0.9], [0.0, -0.2, 0.1], [0.3, -0.4, -0.2], [0.3, 0.1, -0.2], [-0.3, 0.5, -0.5], [0.6, -0.7, -0.2], [0.4, -0.1, 0.5], [0.4, -0.5, 0.1], [-0.2, 0.3, 0.0], [-0.2, -0.2, -0.7], [-0.2, 0.5, 0.6]]}

=====

No. 6
{"formula": "C9H22BClNO4P", "method": "ωB97M-V/def2-TZVPD", "e_tot_ha": -1538.35715, "charge": 0, "e_lumo_ev": -0.20, "smiles": "CC[C@@H](Cl)B(CC(C)C)P(=O)(O)O.CC(N)=O", "symbols": ["C", "C", "C", "Cl", "B", "C", "C", "C", "C", "P", "O", "O", "O", "H", "H", "H", "H", "H", "H", "H", "H", "H", "H", "H", "H", "H", "H", "H", "H", "H", "C", "C", "N", "O", "H", "H", "H", "H", "H"], "xyz": [[-1.257, -2.417, -1.332], [-0.064, -1.636, -0.777], [0.321, -2.078, 0.625], [1.292, -3.615, 0.476], [1.225, -1.094, 1.473], [1.583, 0.370, 1.095], [0.381, 1.338, 0.920], [-0.880, 0.870, 1.649], [0.768, 2.736, 1.405], [1.944, -1.737, 3.186], [2.289, -0.621, 4.081], [0.830, -2.717, 3.809], [3.128, -2.797, 2.981], [-1.009, -3.471, -1.454], [-2.074, -2.376, -0.606], [-1.606, -2.002, -2.274], [0.791, -1.757, -1.442], [-0.316, -0.579, -0.793], [-0.553, -2.372, 1.210], [2.213, 0.769, 1.895], [2.207, 0.365, 0.192], [0.137, 1.424, -0.141], [-0.683, 0.633, 2.698], [-1.368, 0.029, 1.158], [-1.613, 1.680, 1.656], [-0.047, 3.431, 1.202], [1.659, 3.074, 0.877], [0.977, 2.719, 2.475], [0.246, -2.192, 4.365], [3.575, -2.630, 2.146], [-1.915, 0.947, -4.180], [-1.191, 1.800, -3.166], [-1.382, 3.139, -3.264], [-0.475, 1.317, -2.307], [-2.568, 0.255, -3.652], [-1.181, 0.371, -4.740], [-2.511, 1.534, -4.877], [-1.965, 3.556, -3.963], [-0.909, 3.733, -2.603]], "atomic_forces_ev_per_a": [[0.2, -0.1, 0.5], [-0.5, -0.1, -0.3], [0.3, 0.1, -0.1], [0.0, -0.1, 0.0], [0.2, -0.3, -0.2], [0.1, 0.1, 0.4], [-0.1, 0.1, -0.2], [-0.1, 0.3, 0.0], [0.0, -0.3, -0.2], [0.1, 0.1, 0.2], [-0.2, 0.2, 0.1], [0.0, -0.1, -0.1], [-0.2, 0.1, -0.1], [0.0, 0.0, -0.2], [-0.1, 0.1, -0.1], [0.0, 0.0, -0.1], [0.1, 0.1, 0.0], [0.1, 0.1, 0.1], [-0.1, 0.0, 0.0], [0.1, 0.0, 0.0], [-0.1, 0.0, -0.1], [0.0, -0.1, 0.1], [0.1, -0.1, 0.0], [0.1, -0.2, 0.0], [0.0, 0.0, 0.0], [0.0, 0.1, 0.1], [0.1, 0.1, 0.1], [0.0, 0.1, 0.1], [-0.1, 0.0, 0.2], [0.2, -0.2, -0.1], [-0.1, 0.1, 0.0], [0.0, 0.0, 0.0], [0.0, 0.0, 0.0], [-0.1, 0.0, -0.1], [0.0, 0.0, 0.0], [0.0, 0.0, 0.0], [0.0, 0.0, 0.0], [0.0, 0.0, 0.0], [0.0, 0.0, 0.0]]}

=====

Number 1: largest force on an atom 0.149 Eh/bohr. Number 2: largest force on an atom 0.083 Eh/bohr. Number 3: largest force on an atom 0.027 Eh/bohr. Number 4: largest force on an atom 0.088 Eh/bohr. Number 5: largest force on an atom 0.064 Eh/bohr. Number 6: largest force on an atom 0.011 Eh/bohr.